Entry 1:
Computed, not measured: C28H41F7N4O2SSi in the gas phase, with the ωB97M-V functional and the def2-TZVPD basis.

The value obtained for the total energy is -2847.6475 Eh. The SMILES is CCN[C@H]1[C@H](CCSc2nnco2)O[C@H](C(F)(F)CC[Si](C)(C)c2ccccc2)[C@]1(CCCC(F)(F)C(F)(F)F)NCC. Its max |F| is 0.069 hartree/bohr. For the orbital gap, the calculation gives 0.345 Eh.

Cartesian coordinates (Å):
C1 3.7155 4.5244 -1.5503
C2 2.8336 3.5885 -0.6078
N1 2.5105 2.3289 -1.3082
C3 1.7555 1.3600 -0.4976
C4 0.6560 1.8783 0.5559
C5 0.9700 1.3248 2.0197
C6 2.1749 2.1396 2.6676
S1 2.5658 1.5833 4.3790
C7 3.4542 0.0248 4.3034
N2 4.7712 -0.2515 4.2364
N3 4.9796 -1.5905 4.2050
C8 3.7467 -2.1622 4.2707
O1 2.7797 -1.1943 4.3381
O2 -0.6808 1.5912 0.0437
C9 -0.4479 1.3901 -1.3566
C10 -1.6569 1.1881 -2.3235
F1 -1.6764 -0.0344 -2.9944
F2 -1.4941 2.1606 -3.3521
C11 -3.0679 1.4929 -1.6854
C12 -4.0492 0.2534 -1.6689
Si1 -5.3256 0.2788 -0.2340
C13 -5.4047 1.9293 0.7066
C14 -7.0995 -0.1165 -0.8261
C15 -4.6721 -1.0218 1.0307
C16 -4.3726 -0.7369 2.4330
C17 -3.8311 -1.8564 3.2434
C18 -3.5879 -3.1852 2.6725
C19 -3.9162 -3.4808 1.2614
C20 -4.4492 -2.3816 0.4644
C21 0.7793 0.3916 -1.3399
C22 1.4430 -0.0851 -2.6886
C23 2.4549 -1.3057 -2.5005
C24 3.8535 -0.8660 -1.9214
C25 4.7900 -2.1477 -1.7674
F3 4.1660 -3.3315 -2.1283
F4 5.9172 -1.9703 -2.5618
C26 5.2818 -2.3349 -0.2777
F5 4.2641 -2.3238 0.6405
F6 5.9812 -3.5007 -0.1042
F7 6.1455 -1.3050 0.0457
N4 0.5666 -0.6886 -0.3544
C27 -0.4004 -1.7113 -0.7905
C28 -0.1350 -3.0606 0.0105
H1 3.7620 5.5151 -1.0100
H2 3.1917 4.7150 -2.5313
H3 4.7445 4.1158 -1.7050
H4 1.8567 4.1550 -0.4898
H5 3.3583 3.4631 0.3700
H6 2.0401 2.5649 -2.1840
H7 2.5072 0.8623 0.1731
H8 0.5714 2.9807 0.7639
H9 1.3050 0.2581 1.9066
H10 0.0446 1.3421 2.6482
H11 3.0747 2.0291 2.0032
H12 1.8440 3.2186 2.7063
H13 3.5143 -3.2468 4.2933
H14 -0.0158 2.3880 -1.6874
H15 -3.5713 2.2913 -2.3045
H16 -3.0086 1.9061 -0.6486
H17 -4.6471 0.2564 -2.6318
H18 -3.5528 -0.7484 -1.6214
H19 -5.6118 2.8191 0.0544
H20 -4.3769 2.1097 1.1497
H21 -6.1004 1.8796 1.5958
H22 -7.7965 -0.3602 0.0270
H23 -7.4936 0.8478 -1.2709
H24 -7.1314 -0.8734 -1.6510
H25 -4.5355 0.2825 2.8578
H26 -3.5763 -1.6568 4.3082
H27 -3.1523 -4.0196 3.2741
H28 -3.7471 -4.4650 0.7733
H29 -4.6859 -2.5841 -0.6146
H30 0.7055 -0.4465 -3.4609
H31 2.0477 0.7108 -3.2109
H32 2.0357 -2.1259 -1.8673
H33 2.6307 -1.7546 -3.5199
H34 3.7125 -0.4791 -0.8809
H35 4.4082 -0.1655 -2.5909
H36 1.4434 -1.0829 -0.0174
H37 -1.4193 -1.3566 -0.4484
H38 -0.3763 -1.9581 -1.8838
H39 -0.7799 -3.8724 -0.4324
H40 -0.4625 -2.9657 1.0874
H41 0.9545 -3.3345 -0.0178

Cartesian forces (eV/Å) of the 2 atoms listed first:
-0.6 0.0 0.9
-0.3 1.4 -1.7

***

Entry 2:
Computed, not measured: a gas-phase ion, C28H41N2O2 (charge +1), with the ωB97M-V functional and the def2-TZVPD basis.

The value obtained for the total energy is -1351.3367 Eh. The SMILES is CCCCCc1ccc(OCCOCCn2c[n+](C)c3ccccc32)c(CCCCC)c1. Its max |F| is 0.019 hartree/bohr. The charge is +1. The relative energy (zero: lowest compared OMol25 entry of this formula, charge and spin) is 0.2227 eV. For the orbital gap, the calculation gives 0.297 Eh.

Cartesian coordinates (Å):
C1 3.8980 3.0251 -3.7473
C2 3.7606 1.5276 -3.9932
C3 3.6966 0.7360 -2.6883
C4 3.4825 -0.7542 -2.9360
C5 3.4700 -1.5716 -1.6369
C6 2.2519 -1.3002 -0.8042
C7 1.0748 -2.0010 -1.0259
C8 -0.0457 -1.7688 -0.2500
C9 -0.0083 -0.8313 0.7725
O1 -1.1162 -0.5389 1.5560
C10 -1.9254 -1.6174 1.9814
C11 -3.0164 -1.0888 2.9166
O2 -4.0862 -0.4899 2.2005
C12 -4.1825 0.9096 2.2335
C13 -3.0742 1.6379 1.4579
N1 -2.8716 1.0960 0.1338
C14 -3.5743 0.1521 -0.4801
N2 -3.0181 -0.1834 -1.6410
C15 -3.4973 -1.1694 -2.5704
C16 -1.8817 0.5808 -1.8023
C17 -0.9314 0.6321 -2.8137
C18 0.1043 1.5264 -2.6472
C19 0.1997 2.3393 -1.5142
C20 -0.7383 2.2959 -0.5046
C21 -1.7876 1.4001 -0.6634
C22 1.1628 -0.1058 1.0108
C23 1.2502 0.8977 2.1254
C24 2.2592 0.5196 3.2198
C25 1.8233 -0.6456 4.1100
C26 1.9216 -2.0376 3.4822
C27 3.3447 -2.4357 3.1109
C28 2.2656 -0.3493 0.2063
H1 3.9575 3.5633 -4.6897
H2 4.8000 3.2347 -3.1776
H3 3.0451 3.4072 -3.1888
H4 4.6131 1.1806 -4.5798
H5 2.8620 1.3342 -4.5859
H6 4.6324 0.8787 -2.1439
H7 2.8866 1.1183 -2.0621
H8 4.2857 -1.1273 -3.5739
H9 2.5383 -0.9065 -3.4653
H10 3.4970 -2.6326 -1.8920
H11 4.3687 -1.3382 -1.0640
H12 1.0353 -2.7506 -1.8023
H13 -0.9419 -2.3447 -0.4302
H14 -1.3147 -2.3551 2.5153
H15 -2.4142 -2.1124 1.1325
H16 -3.4442 -1.9383 3.4563
H17 -2.5853 -0.3897 3.6384
H18 -4.1686 1.2831 3.2659
H19 -5.1614 1.1359 1.8012
H20 -2.1209 1.5345 1.9851
H21 -3.3259 2.6999 1.3838
H22 -4.4601 -0.3045 -0.0807
H23 -3.7469 -0.6985 -3.5225
H24 -4.3842 -1.6545 -2.1689
H25 -2.7247 -1.9194 -2.7460
H26 -1.0007 0.0058 -3.6876
H27 0.8604 1.6050 -3.4109
H28 1.0306 3.0219 -1.4308
H29 -0.6602 2.9269 0.3646
H30 0.2669 1.0213 2.5813
H31 1.5550 1.8592 1.7023
H32 3.2253 0.2967 2.7695
H33 2.3916 1.3968 3.8577
H34 2.4487 -0.6364 5.0059
H35 0.7920 -0.4766 4.4328
H36 1.5349 -2.7573 4.2085
H37 1.2936 -2.0964 2.5924
H38 4.0115 -2.3070 3.9601
H39 3.3736 -3.4794 2.8075
H40 3.7149 -1.8384 2.2817
H41 3.1724 0.2072 0.3929

Cartesian forces (eV/Å) of the 2 atoms listed first:
0.0 -0.2 -0.2
0.0 0.2 0.3